A 4-piece molecular cluster, C23H53FN4O9 overall in a non-equilibrium geometry. Source: the OMol25 dataset; level of theory: ωB97M-V with the def2-TZVPD basis set.

LUMO energy = 0.586 eV
HOMO energy = -8.67 eV
SMILES string = CC[C@@]1(N)OC(=O)O[C@H]1F.COCCNCCOC.COCCNCCOC.COCCNCCOC
calculated total energy = -51809.684 eV

Positions of all 90 atoms, in Å:
C -0.341 8.498 -3.733
C -1.676 9.408 -3.650
C -2.802 8.800 -2.678
N -2.470 8.511 -1.259
O -4.075 9.526 -2.559
C -5.078 8.496 -2.335
O -6.294 8.631 -2.117
O -4.435 7.192 -2.462
C -3.420 7.508 -3.469
F -4.268 8.122 -4.495
H -0.041 8.134 -2.678
H -0.522 7.552 -4.368
H 0.529 9.054 -4.255
H -1.432 10.488 -3.336
H -2.097 9.491 -4.724
H -1.472 8.308 -1.114
H -2.768 9.356 -0.737
H -2.709 6.679 -3.796
C -1.971 1.938 0.088
O -0.623 2.150 -0.295
C -0.131 1.207 -1.250
C 0.006 1.840 -2.639
N -1.301 2.108 -3.236
C -1.270 3.016 -4.388
C -0.641 4.409 -4.209
O -1.392 5.304 -3.392
C -1.267 5.085 -1.995
H -2.167 2.518 0.988
H -2.660 2.290 -0.688
H -2.173 0.882 0.297
H -0.742 0.296 -1.280
H 0.868 0.920 -0.909
H 0.566 1.162 -3.290
H 0.591 2.756 -2.516
H -1.917 2.505 -2.540
H -2.312 3.162 -4.695
H -0.767 2.507 -5.217
H -0.614 4.875 -5.200
H 0.402 4.366 -3.877
H -0.256 4.778 -1.712
H -1.999 4.345 -1.669
H -1.500 6.015 -1.477
C 0.888 -2.176 5.591
O 0.142 -1.174 4.921
C 0.943 -0.174 4.285
C 0.941 -0.345 2.762
N 1.692 -1.531 2.357
C 1.453 -1.961 0.975
C 0.008 -2.257 0.536
O -0.560 -3.429 1.109
C -1.012 -3.278 2.443
H 0.214 -2.721 6.250
H 1.307 -2.896 4.878
H 1.698 -1.748 6.190
H 1.963 -0.150 4.688
H 0.475 0.786 4.519
H 1.391 0.540 2.301
H -0.104 -0.399 2.448
H 1.463 -2.304 2.969
H 2.036 -2.878 0.832
H 1.879 -1.210 0.301
H 0.036 -2.446 -0.543
H -0.661 -1.399 0.665
H -1.452 -2.292 2.626
H -0.190 -3.467 3.136
H -1.775 -4.033 2.639
C 0.492 -8.535 -0.164
O 1.089 -9.191 0.941
C 2.463 -9.532 0.747
C 3.386 -8.618 1.561
N 3.410 -7.261 1.017
C 3.977 -6.253 1.920
C 3.361 -6.090 3.321
O 2.057 -5.521 3.337
C 1.011 -6.417 2.999
H -0.589 -8.558 -0.033
H 0.797 -7.484 -0.209
H 0.743 -9.025 -1.111
H 2.737 -9.540 -0.315
H 2.580 -10.552 1.123
H 4.401 -9.028 1.548
H 3.024 -8.635 2.592
H 2.470 -6.975 0.778
H 3.884 -5.290 1.406
H 5.049 -6.448 2.027
H 3.994 -5.380 3.865
H 3.387 -7.015 3.908
H 1.187 -7.427 3.379
H 0.874 -6.432 1.916
H 0.082 -6.045 3.433

Mulliken atomic charge list, values in e, 6 entries: -0.596 -0.754 1.048 -0.628 -0.467 0.504